a | Density functional theory data (ωB97M-V/def2-TZVPD) for a molecular structure, C38H50Cl2NO6P2V.

Each line ends with the Löwdin charge.
Geometry (Å):
V1 -0.804 0.162 0.154  0.80
C1 2.887 0.044 5.118  -0.05
C2 2.036 -1.158 4.798  -0.26
C3 2.194 -2.299 5.585  -0.07
C4 1.420 -3.434 5.394  -0.10
C5 0.453 -3.441 4.403  -0.09
C6 0.295 -2.322 3.601  -0.10
C7 1.078 -1.180 3.771  -0.28
P1 0.677 0.145 2.554  1.14
C8 2.270 1.005 2.312  -0.32
C9 2.468 2.318 2.730  -0.12
C10 3.667 2.969 2.487  -0.11
C11 4.676 2.307 1.801  -0.10
C12 4.476 1.006 1.368  -0.05
C13 3.282 0.334 1.615  -0.27
C14 3.114 -1.089 1.160  -0.05
C15 -0.389 1.272 3.487  -0.35
C16 -0.646 1.212 4.849  -0.10
C17 -1.688 1.946 5.399  -0.12
C18 -2.482 2.722 4.560  -0.11
C19 -2.222 2.793 3.202  -0.06
C20 -1.161 2.084 2.629  -0.34
C21 -0.821 2.089 1.201  -0.23
H1 3.335 -0.073 6.106  0.07
H2 2.298 0.961 5.114  0.07
H3 3.689 0.182 4.390  0.08
H4 2.936 -2.285 6.376  0.10
H5 1.569 -4.302 6.026  0.09
H6 -0.176 -4.310 4.250  0.10
H7 -0.460 -2.301 2.825  0.04
H8 1.665 2.829 3.251  0.11
H9 3.803 3.995 2.811  0.09
H10 5.610 2.812 1.583  0.09
H11 5.248 0.501 0.798  0.11
H12 3.756 -1.290 0.303  0.08
H13 2.086 -1.292 0.852  0.05
H14 3.362 -1.785 1.968  0.08
H15 -0.064 0.549 5.481  0.09
H16 -1.903 1.883 6.459  0.08
H17 -3.322 3.272 4.973  0.09
H18 -2.853 3.395 2.557  0.11
H19 0.200 2.449 1.080  0.01
H20 -1.495 2.715 0.608  0.07
Cl1 -2.878 -0.911 2.682  0.43
C22 -2.749 -0.070 1.033  -0.59
H21 -3.271 0.876 1.191  -0.01
H22 -3.355 -0.700 0.384  -0.02
C23 1.132 -1.850 -1.926  -0.06
C24 1.707 -0.476 -1.768  -0.40
C25 2.871 -0.037 -2.370  -0.12
C26 3.002 1.329 -2.023  -0.13
C27 1.914 1.639 -1.230  -0.39
C28 1.649 3.029 -0.729  -0.06
N1 1.119 0.528 -1.034  0.04
H23 1.636 -2.341 -2.762  0.07
H24 0.063 -1.828 -2.146  0.06
H25 1.265 -2.475 -1.040  0.04
H26 3.502 -0.627 -3.020  0.07
H27 3.765 2.030 -2.336  0.08
H28 2.232 3.722 -1.342  0.07
H29 1.951 3.184 0.310  0.04
H30 0.601 3.321 -0.808  0.05
C29 -2.366 -3.477 -3.559  -0.03
C30 -3.038 -2.116 -3.691  -0.63
C31 -4.458 -2.162 -3.142  -0.03
C32 -3.010 -1.646 -5.143  -0.04
O1 -2.257 -1.252 -2.851  -0.16
P2 -2.308 0.342 -2.826  0.30
O2 -3.580 0.927 -3.317  -0.28
O3 -1.862 0.721 -1.431  -0.34
O4 -1.103 0.623 -3.865  -0.16
C33 -0.813 1.911 -4.434  -0.63
C34 -1.766 2.149 -5.602  -0.04
C35 0.626 1.799 -4.911  -0.02
C36 -0.938 3.017 -3.393  -0.03
H31 -2.898 -4.219 -4.161  0.08
H32 -2.364 -3.785 -2.514  0.06
H33 -1.332 -3.415 -3.904  0.09
H34 -5.055 -2.887 -3.704  0.08
H35 -4.916 -1.175 -3.218  0.07
H36 -4.420 -2.459 -2.093  0.08
H37 -3.545 -2.367 -5.767  0.08
H38 -1.978 -1.573 -5.490  0.08
H39 -3.483 -0.669 -5.237  0.07
H40 -1.659 1.347 -6.337  0.08
H41 -1.537 3.102 -6.088  0.08
H42 -2.795 2.160 -5.241  0.07
H43 0.940 2.729 -5.394  0.08
H44 0.715 0.980 -5.629  0.08
H45 1.287 1.589 -4.068  0.07
H46 -1.972 3.127 -3.063  0.08
H47 -0.597 3.963 -3.822  0.09
H48 -0.318 2.773 -2.532  0.06
Cl2 -0.049 -5.108 -0.518  0.54
C37 -0.882 -4.192 0.791  -0.46
C38 -1.442 -2.865 0.248  -0.73
O5 -2.559 -2.895 -0.244  0.02
O6 -0.644 -1.872 0.392  -0.20
H49 -0.143 -4.043 1.571  0.04
H50 -1.703 -4.817 1.127  0.07

Values from the calculation:
Expectation value of S²: 2.02
Net charge: -2
Frontier orbital gap (spin up / spin down) (eV): 5.83 / 5.82
Spin multiplicity: 3

b | Density functional theory data (ωB97M-V/def2-TZVPD) for a molecular structure, C38H50Cl2NO6P2V.

Each line ends with the Löwdin charge.
Geometry (Å):
V1 0.652 -1.331 0.245  0.79
C1 -3.643 1.724 1.103  -0.07
C2 -4.287 2.248 -0.152  -0.29
C3 -5.343 3.149 -0.061  -0.07
C4 -5.980 3.639 -1.192  -0.11
C5 -5.558 3.223 -2.445  -0.10
C6 -4.506 2.325 -2.552  -0.08
C7 -3.858 1.825 -1.424  -0.32
P1 -2.400 0.700 -1.509  1.16
C8 -2.018 0.788 -3.310  -0.33
C9 -1.197 1.874 -3.618  -0.11
C10 -0.745 2.117 -4.903  -0.09
C11 -1.105 1.244 -5.918  -0.10
C12 -1.918 0.159 -5.628  -0.07
C13 -2.391 -0.090 -4.339  -0.26
C14 -3.283 -1.285 -4.128  -0.04
C15 -3.169 -0.908 -1.163  -0.36
C16 -4.540 -1.031 -0.930  -0.14
C17 -5.112 -2.230 -0.545  -0.13
C18 -4.283 -3.341 -0.396  -0.11
C19 -2.932 -3.243 -0.643  -0.09
C20 -2.310 -2.038 -1.045  -0.37
C21 -0.880 -2.031 -1.287  -0.20
H1 -3.953 2.307 1.971  0.07
H2 -2.553 1.747 1.031  0.05
H3 -3.915 0.679 1.272  0.08
H4 -5.665 3.476 0.923  0.10
H5 -6.796 4.345 -1.092  0.09
H6 -6.043 3.596 -3.340  0.09
H7 -4.174 2.008 -3.533  0.10
H8 -0.887 2.540 -2.825  0.10
H9 -0.091 2.957 -5.093  0.10
H10 -0.744 1.396 -6.928  0.09
H11 -2.194 -0.528 -6.420  0.10
H12 -3.506 -1.753 -5.088  0.07
H13 -4.223 -1.007 -3.649  0.08
H14 -2.808 -2.026 -3.485  0.08
H15 -5.176 -0.161 -1.054  0.09
H16 -6.179 -2.300 -0.366  0.08
H17 -4.701 -4.292 -0.082  0.09
H18 -2.298 -4.114 -0.519  0.10
H19 -0.574 -1.383 -2.111  0.02
H20 -0.502 -3.041 -1.449  0.05
Cl1 -0.719 -3.093 1.888  0.54
C22 -0.907 -1.299 1.631  -0.59
H21 -0.690 -0.830 2.590  -0.02
H22 -1.942 -1.139 1.333  -0.01
C23 2.413 -4.241 1.386  -0.09
C24 2.716 -3.711 0.019  -0.39
C25 3.692 -4.187 -0.829  -0.11
C26 3.609 -3.417 -2.018  -0.11
C27 2.584 -2.515 -1.833  -0.38
C28 2.169 -1.460 -2.815  -0.04
N1 2.028 -2.679 -0.580  -0.03
H23 3.233 -4.893 1.697  0.06
H24 1.492 -4.831 1.405  0.04
H25 2.302 -3.443 2.119  0.04
H26 4.377 -4.994 -0.605  0.07
H27 4.224 -3.490 -2.905  0.07
H28 2.794 -1.559 -3.707  0.07
H29 2.294 -0.447 -2.430  0.05
H30 1.131 -1.563 -3.137  0.05
C29 -0.009 2.764 3.745  -0.03
C30 1.000 1.724 4.218  -0.63
C31 0.380 0.850 5.303  -0.04
C32 2.272 2.405 4.713  -0.04
O1 1.268 0.927 3.051  -0.19
P2 2.432 -0.194 2.940  0.29
O2 2.827 -0.698 4.278  -0.28
O3 1.982 -1.167 1.889  -0.34
O4 3.594 0.737 2.297  -0.17
C33 4.812 0.195 1.723  -0.62
C34 5.785 1.367 1.767  -0.04
C35 4.563 -0.241 0.286  -0.01
C36 5.346 -0.971 2.547  -0.04
H31 -0.380 3.345 4.593  0.08
H32 -0.854 2.266 3.265  0.08
H33 0.441 3.449 3.024  0.07
H34 0.126 1.460 6.174  0.08
H35 1.079 0.067 5.591  0.07
H36 -0.533 0.385 4.924  0.08
H37 2.027 3.092 5.528  0.08
H38 2.732 2.971 3.901  0.09
H39 2.984 1.661 5.068  0.08
H40 5.348 2.224 1.253  0.08
H41 6.721 1.102 1.271  0.08
H42 5.996 1.648 2.801  0.08
H43 4.203 0.593 -0.317  0.08
H44 3.832 -1.048 0.244  0.07
H45 5.495 -0.610 -0.151  0.09
H46 5.448 -0.695 3.597  0.08
H47 6.320 -1.266 2.147  0.08
H48 4.677 -1.831 2.484  0.08
Cl2 1.307 4.258 -0.008  0.53
C37 1.099 2.551 0.497  -0.49
C38 1.559 1.540 -0.548  -0.68
O5 2.365 1.810 -1.417  0.02
O6 1.003 0.402 -0.334  -0.16
H49 0.050 2.394 0.729  0.06
H50 1.692 2.392 1.395  0.05

Values from the calculation:
Expectation value of S²: 2.02
Net charge: -2
Frontier orbital gap (spin up / spin down) (eV): 5.81 / 5.80
Spin multiplicity: 3

The most stable arrangement is b, and the next structure is 0.059 eV less stable.

a | Density functional theory data (ωB97M-V/def2-TZVPD) for a gas-phase ion, C4H12N3 (charge +1).

Each line ends with the Löwdin charge.
Geometry (Å):
C1 0.868 2.110 0.841  -0.10
C2 1.395 1.460 -0.431  -0.23
C3 1.003 -0.029 -0.480  -0.18
N1 -0.451 -0.169 -0.577  0.10
C4 -1.104 -1.236 -0.128  -0.43
N2 -0.492 -2.149 0.643  0.20
N3 -2.410 -1.319 -0.336  0.22
H1 1.062 1.418 1.668  0.08
H2 1.286 3.091 1.030  0.08
H3 -0.218 2.235 0.805  0.07
H4 2.483 1.453 -0.373  0.12
H5 1.046 1.884 -1.363  0.11
H6 1.301 -0.474 0.472  0.11
H7 1.519 -0.566 -1.282  0.13
H8 -0.866 0.218 -1.420  0.17
H9 0.374 -2.604 0.406  0.13
H10 -1.002 -2.692 1.323  0.13
H11 -2.949 -2.096 0.001  0.14
H12 -2.846 -0.535 -0.799  0.14

Values from the calculation:
SMILES: CCCNC(N)=[NH2+]
Net charge: +1
Frontier orbital gap (eV): 11.73

b | Density functional theory data (ωB97M-V/def2-TZVPD) for a molecular structure, C4H12N3.

Each line ends with the Löwdin charge.
Geometry (Å):
C1 1.588 -0.753 -0.967  -0.25
C2 1.750 0.485 0.622  -0.12
C3 -1.593 0.105 1.475  -0.10
C4 -1.674 0.232 -1.013  -0.02
N1 2.701 0.190 -0.536  0.06
N2 0.977 -0.746 0.250  0.11
N3 -1.256 -0.441 0.208  -0.09
H1 1.011 -0.614 -1.877  0.13
H2 1.929 -1.779 -1.069  0.14
H3 2.043 0.597 1.684  0.13
H4 1.009 1.326 0.371  0.14
H5 -2.638 0.184 1.729  0.10
H6 -1.048 -0.524 2.255  0.12
H7 -1.281 1.205 1.637  0.13
H8 -1.837 1.254 -0.789  0.09
H9 -0.890 0.141 -1.791  0.09
H10 -2.573 -0.195 -1.314  0.09
H11 3.049 0.813 -1.189  0.07
H12 -1.266 -1.477 0.315  0.17

Values from the calculation:
Net charge: +1
Frontier orbital gap (spin up / spin down) (eV): 7.07 / 8.33

c | Density functional theory data (ωB97M-V/def2-TZVPD) for 2 unconnected molecules or ions with the total composition C4H12N3.

Each line ends with the Löwdin charge.
Geometry (Å):
C1 0.854 1.575 -0.717  0.00
C2 0.031 0.536 -1.451  -0.22
C3 -0.224 0.910 -0.063  -0.28
C4 0.557 -0.853 -1.842  -0.02
N1 -0.393 -1.320 1.972  -0.01
N2 0.433 -1.106 0.937  -0.07
N3 -1.289 1.204 0.627  0.18
H1 1.919 1.269 -0.489  0.16
H2 0.792 2.648 -0.839  0.13
H3 -0.799 0.801 -2.057  0.14
H4 0.928 -0.520 -2.697  0.04
H5 -0.148 -1.697 -1.852  0.11
H6 1.309 -0.967 -1.148  0.03
H7 -1.046 -2.065 1.709  0.17
H8 0.036 -1.766 2.859  0.21
H9 1.328 -0.835 1.201  0.03
H10 -2.125 0.650 0.408  0.16
H11 -1.255 2.002 1.208  0.13
H12 -0.910 -0.466 2.235  0.13

Values from the calculation:
Net charge: +1
Frontier orbital gap (eV): 9.25

d | Density functional theory data (ωB97M-V/def2-TZVPD) for a gas-phase ion, C4H12N3 (charge +1).

Each line ends with the Löwdin charge.
Geometry (Å):
C1 -1.474 -1.141 0.407  -0.17
C2 2.522 0.106 -0.161  -0.03
C3 -1.932 1.266 -0.293  -0.02
C4 1.207 0.240 0.514  -0.20
N1 -0.350 -1.415 -0.376  0.06
N2 -1.109 0.317 0.499  -0.08
N3 0.103 -0.076 -0.295  -0.14
H1 -2.457 -1.481 0.051  0.13
H2 -1.357 -1.565 1.532  0.17
H3 2.940 0.990 -0.414  0.06
H4 3.216 -0.492 0.333  0.08
H5 2.348 -0.434 -1.067  0.09
H6 -2.906 1.472 0.177  0.11
H7 -1.333 2.200 -0.285  0.10
H8 -1.973 0.763 -1.292  0.10
H9 0.960 1.379 0.827  0.20
H10 1.096 -0.424 1.380  0.15
H11 0.356 -2.160 -0.285  0.17
H12 0.145 0.453 -1.254  0.23

Values from the calculation:
SMILES: CC[N@H+]1NCN1C
Net charge: +1
Frontier orbital gap (eV): 11.26

The most stable arrangement is a, and the next structure is 5.343 eV less stable.